(1)
Entry from OMol25: an isolated ion of composition C5H14N3S and charge +1 (ωB97M-V/def2-TZVPD).

XYZ file:
```
23
Properties=species:S:1:pos:R:3:forces:R:3:mulliken_spin:R:1
C -0.421 -0.835 -0.290 2.386 -1.822 0.561 0.604
C -2.997 -0.815 -0.055 2.493 -0.859 -5.341 -0.020
C -1.637 1.105 0.528 2.152 -0.965 1.608 0.011
C 0.893 0.990 -1.295 0.746 -1.413 -0.698 0.014
C 2.258 -0.570 1.397 1.993 -2.422 -0.154 0.049
N -1.567 -0.250 -0.080 -4.803 3.754 1.417 0.315
N 0.835 -0.089 -0.308 -0.290 -1.178 -1.687 0.509
N 1.952 -0.845 -0.027 -1.205 2.186 0.503 0.271
S -0.330 -2.524 -0.480 1.001 -1.067 -0.543 0.160
H -2.963 -1.877 -0.388 0.074 0.541 0.786 0.006
H -3.407 -0.687 0.888 -0.962 0.399 1.510 0.000
H -3.520 -0.363 -0.993 0.403 -0.196 2.191 0.013
H -2.038 1.808 -0.148 -1.096 0.697 -0.664 0.010
H -2.192 1.012 1.483 0.241 0.502 -0.576 -0.011
H -0.601 1.513 0.757 -1.251 -0.718 0.038 0.004
H 1.199 0.611 -2.327 -0.431 0.129 1.070 0.038
H -0.194 1.253 -1.349 1.498 1.002 -0.184 0.016
H 1.762 1.596 -0.940 -1.373 0.604 -0.397 0.015
H 2.455 0.454 1.506 -1.002 1.773 0.499 -0.005
H 1.453 -1.088 1.952 0.833 0.688 0.296 0.008
H 3.329 -0.878 1.593 -1.421 -0.927 0.013 0.001
H 0.905 -2.313 -1.015 -0.706 -1.090 -0.012 -0.002
H 2.673 -0.627 -0.686 0.721 0.382 -0.235 -0.005
```
Forces are in eV/Å.

Values from the calculation:
Maximum force = 6.258 eV Å⁻¹
Multiplicity = 3
Kohn-Sham gap (alpha / beta) = 6.4490 / 5.7103 eV
E_HOMO (alpha / beta) = -9.2 / -12.8 eV
⟨S²⟩ = 2.0071
Total charge = +1
Energy above the lowest of the compared OMol25 structures with the same formula, charge and spin = 21.3 kcal/mol

***

(2)
Entry from OMol25: a 2-piece molecular cluster, C4H7N3O2 overall (ωB97M-V/def2-TZVPD).

XYZ file:
```
16
Properties=species:S:1:pos:R:3:forces:R:3:nbo_charge:R:1
H -1.531 -0.367 1.277 -0.180 -0.008 -0.679 0.396
N -0.794 0.280 1.032 0.434 0.552 -0.204 -0.737
C 0.065 -0.113 0.158 -0.046 -1.815 1.662 0.439
N 1.260 0.510 0.028 -0.107 0.708 -0.799 -0.805
C -0.042 -1.493 -0.450 1.344 -0.581 0.469 0.252
C 0.815 -1.993 -1.343 -0.396 0.434 -0.149 -0.471
O -0.888 -2.294 0.254 -0.711 0.401 -0.098 -0.677
H 1.320 1.505 0.172 0.044 -0.060 0.278 0.418
H 2.095 0.018 -0.229 -0.244 -0.032 -0.302 0.408
H 1.590 -1.408 -1.800 -0.050 0.325 -0.200 0.213
H 0.734 -3.009 -1.696 -0.010 -0.213 0.140 0.205
H -0.931 -3.175 -0.136 0.071 0.146 -0.049 0.493
N -1.677 3.793 -0.436 0.286 -0.389 -0.170 -0.476
C -1.053 3.231 0.361 -0.858 0.930 -0.166 0.543
O -0.406 2.770 1.350 0.760 -0.167 0.618 -0.711
H -0.558 1.745 1.459 -0.337 -0.231 -0.351 0.509
```
Forces are in eV/Å.

Values from the calculation:
Maximum force = 2.461 eV Å⁻¹
Kohn-Sham gap = 10.0385 eV
E_HOMO = -10.0 eV
SMILES string = [H]/N=C(/N)C(=C)O.N#CO
Energy above the lowest of the compared OMol25 structures with the same formula, charge and spin = 49.7 kcal/mol

***

Question: What is the formula in the first record?
Answer: C5H14N3S